Entry from the Open Molecules 2025 dataset: 5 unconnected molecules or ions with the total composition C23H44NO24PS6 (the ωB97M-V functional and the def2-TZVPD basis).

Calculated values
- Frontier orbital gap: 7.1383 eV

ORCA input file:
```
! RIJCOSX wB97M-V def2-TZVPD def2/J DEFGRID3
* xyz 0 1
C 7.6104 -3.8856 -0.5688
C 8.1458 -2.6012 -0.0379
C 7.1348 -1.5209 0.7191
O 6.4996 -1.8252 1.8671
O 6.9698 -0.1852 0.1249
C 5.6060 -0.1690 -0.4265
C 4.6179 0.7276 0.5797
C 3.0897 0.2175 0.2747
C 1.9691 1.4109 0.1871
C 0.5940 0.9999 1.0269
C -0.5257 0.2186 0.0953
C -1.8267 -0.3419 0.9854
C -2.4226 1.0658 1.5787
N -3.8341 0.9919 2.1159
O -1.1062 -1.2481 1.9405
S -0.9364 -2.7746 1.1243
O 0.4807 -3.0014 0.4678
O -1.3351 -4.0232 1.9473
O -1.8916 -2.4394 -0.2898
C -2.8464 -1.4105 0.2414
C -3.6282 -0.4604 -0.8540
S -3.8779 -1.3134 -2.5390
O -5.0466 -0.5598 -3.2833
O -4.2712 -2.8054 -2.4105
P -4.2693 -2.2088 1.2323
C -3.9700 -2.1914 3.1179
C -4.7683 -3.9290 0.5707
H 6.7069 -3.8532 -1.3369
H 8.1235 -4.9005 -0.2281
H 9.2785 -2.2537 -0.1434
H 5.6179 0.2726 -1.5347
H 5.1187 -1.2580 -0.4481
H 4.7903 1.8768 0.3996
H 4.9655 0.4558 1.6832
H 3.1085 -0.3599 -0.7442
H 2.8025 -0.5511 1.1120
H 2.4221 2.3454 0.7748
H 1.7624 1.7639 -0.9091
H 0.1930 2.0290 1.4748
H 0.9631 0.3688 1.9482
H -0.0378 -0.6137 -0.5714
H -0.9302 1.0435 -0.6669
H -1.7571 1.5303 2.4541
H -2.4071 1.8691 0.7081
H -3.8822 1.0638 3.1561
H -4.4714 1.6611 1.6315
H -4.6636 -0.1751 -0.3836
H -3.0555 0.5495 -1.1005
H -2.6985 -1.2621 -3.3373
H -3.5014 -3.1731 3.5503
H -3.2637 -1.2955 3.4629
H -5.0078 -1.9903 3.6445
H -4.0198 -4.4119 -0.1882
H -5.8695 -3.8211 0.1227
H -4.8865 -4.6807 1.4867
C -9.5827 0.6339 -0.0635
C -8.3579 0.2312 -0.8805
O -7.2502 0.8314 -0.2129
S -7.5639 0.8897 1.3866
O -6.9243 -0.2456 2.0136
O -7.3761 2.2483 1.8398
O -9.1636 0.5879 1.2994
H -9.8885 1.6601 -0.2914
H -10.4272 -0.0411 -0.2257
H -8.4165 0.5751 -1.9160
H -8.2135 -0.8542 -0.8654
C -4.8137 -0.2178 -7.4563
C -3.8929 0.3101 -6.3594
O -2.5711 0.1254 -6.8610
S -2.5927 0.2872 -8.4838
O -2.1898 1.6376 -8.8081
O -1.9743 -0.8804 -9.0677
O -4.2066 0.1757 -8.6858
H -4.8643 -1.3112 -7.4360
H -5.8237 0.1938 -7.3809
H -4.0243 -0.2212 -5.4138
H -4.0462 1.3824 -6.1985
C 0.2476 6.7399 1.9695
C 0.4607 5.9043 0.7101
O 0.1634 4.5645 1.0964
S -0.9934 4.5888 2.2460
O -2.2694 4.3550 1.6070
O -0.5282 3.8227 3.3787
O -0.8921 6.1737 2.6143
H 1.1015 6.6532 2.6491
H 0.0715 7.7943 1.7405
H 1.4820 5.9782 0.3290
H -0.2432 6.1926 -0.0778
C 10.5940 -2.2106 4.0916
C 10.7253 -0.8206 3.4748
O 12.0197 -0.7982 2.8775
S 12.3880 -2.2986 2.3545
O 12.0823 -2.3721 0.9430
O 13.6716 -2.6712 2.9023
O 11.2240 -3.0980 3.1692
H 11.1310 -2.2716 5.0438
H 9.5502 -2.4975 4.2445
H 10.6293 -0.0247 4.2172
H 9.9850 -0.6697 2.6821
*
```